Computed, not measured: a structure of composition C2H8BF4O3Rb, with ωB97M-V with the def2-TZVPD basis set.

The geometry in ORCA input format:
```
! wB97M-V def2-TZVPD RIJCOSX def2/J DEFGRID3
* xyz 0 1
Rb -0.92761 0.49895 0.63628
B -0.96614 1.66739 3.06434
F -1.94077 0.88741 2.64544
F -0.09619 0.85671 3.75056
F -0.35410 2.27239 1.97974
F -1.37320 2.72746 3.82712
O -0.42121 -1.71358 0.94737
H -0.69222 -2.21855 1.71405
H -0.13395 -2.37251 0.31528
C 1.27751 -0.82650 -1.63181
C -0.19783 -0.29474 -1.85608
O -0.37837 0.97801 -1.16659
O 2.08124 0.01569 -2.46484
H 1.35458 -1.90524 -1.76775
H 1.67925 -0.61486 -0.64089
H -0.94782 -0.98366 -1.46750
H -0.38000 -0.10858 -2.91451
H 0.14692 1.58807 -1.68957
H 2.26993 -0.45384 -3.28064
*
```

Calculated values
energy relative to the best compared isomer or geometry (same formula, charge and spin): 4.994 eV
E_HOMO: -11.0 eV
LUMO energy: -0.57 eV

Computed, not measured: the molecule CH3ClOS2, with ωB97M-V with the def2-TZVPD basis set.

The geometry in ORCA input format:
```
! wB97M-V def2-TZVPD RIJCOSX def2/J DEFGRID3
* xyz 0 1
O -1.01814 0.68024 0.39584
C 0.27799 0.88988 0.23706
S 0.69740 -0.26898 -1.37011
S -0.47498 -1.73833 -0.74099
Cl 0.74566 -2.74140 0.65334
H -1.53828 0.97165 -0.34615
H 0.66230 1.90892 0.14276
H 0.64806 0.29802 1.02824
*
```

Calculated values
structure (SMILES): OCSSCl
energy relative to the best compared isomer or geometry (same formula, charge and spin): 0.538 eV
E_HOMO: -9.1 eV
LUMO energy: -0.16 eV

Computed, not measured: a cluster of 4 separate species, C19H32F3NO14S in total, with ωB97M-V with the def2-TZVPD basis set.

The geometry in ORCA input format:
```
! wB97M-V def2-TZVPD RIJCOSX def2/J DEFGRID3
* xyz 0 1
N 1.43046 0.80749 1.46800
C 0.17506 0.94447 1.09270
O -0.96547 1.33750 0.20216
C -1.63953 2.55219 0.76979
C -3.14346 2.06856 1.20484
C -4.31542 3.20350 1.03908
S -3.48335 4.87966 0.99164
O -3.02145 5.41485 2.38275
O -4.53559 5.93354 0.46821
O -2.14267 4.99859 -0.05007
C -1.58370 3.68738 -0.40978
C 0.03988 3.95915 -0.70850
O 0.26431 5.42207 -0.68503
C 0.89512 5.85409 0.57995
F 0.18979 5.34218 1.80212
F 0.73686 7.35413 0.64326
F 2.35460 5.59833 0.57615
H -0.99134 2.90076 1.69786
H -3.09392 1.80636 2.36455
H -3.50239 1.06334 0.67652
H -5.07159 2.99797 0.16276
H -4.96613 3.16852 2.03916
H -2.02824 3.20773 -1.38212
H 0.73837 3.49839 0.10912
H 0.38144 3.51144 -1.75261
C -4.22375 -4.70151 3.44733
C -2.82583 -4.62737 4.03456
O -1.83957 -4.63140 2.99506
C -1.63344 -3.44135 2.37798
O -2.19986 -2.38982 2.63716
O -0.70529 -3.62382 1.40622
C -0.44953 -2.45766 0.62614
H -4.31175 -5.55522 2.76760
H -4.97214 -4.79807 4.23859
H -4.45426 -3.80534 2.86257
H -2.64198 -5.51512 4.64968
H -2.70602 -3.75389 4.68634
H -0.20433 -1.59964 1.25989
H -1.31472 -2.23621 -0.00655
H 0.40856 -2.66311 -0.01992
C 2.35496 2.26218 -6.74991
C 0.93036 2.22214 -7.27280
O 0.25881 1.03955 -6.82137
C -0.21803 1.08444 -5.55247
O -0.13192 2.03209 -4.78550
O -0.78798 -0.11373 -5.27204
C -1.26633 -0.22604 -3.93322
H 2.88464 1.33795 -7.00255
H 2.89937 3.11114 -7.17229
H 2.37266 2.34988 -5.65894
H 0.94557 2.17998 -8.36745
H 0.37074 3.12261 -6.99325
H -1.93063 0.60490 -3.67592
H -0.42145 -0.27471 -3.23918
H -1.83465 -1.15690 -3.85296
C 2.49720 -2.31938 2.83438
C 3.95721 -2.20250 3.23341
O 4.57601 -3.49436 3.27228
C 4.95415 -3.99954 2.07174
O 4.82191 -3.45126 0.98749
O 5.48465 -5.23032 2.27878
C 5.85680 -5.90744 1.08008
H 1.97621 -3.03188 3.48207
H 1.99843 -1.34857 2.89968
H 2.39662 -2.69015 1.80938
H 4.02587 -1.78734 4.24494
H 4.50564 -1.52407 2.56926
H 6.51039 -5.28765 0.45827
H 4.96035 -6.20143 0.52526
H 6.40469 -6.81227 1.35766
*
```

Calculated values
structure (SMILES): N#CO[C@@H]1CCS(=O)(=O)O[C@H]1COC(F)(F)F.CCOC(=O)OC.CCOC(=O)OC.CCOC(=O)OC
E_HOMO: -10.5 eV
LUMO energy: -1.01 eV

Computed, not measured: a cluster of 6 separate species, C39H36F9N5O5 in total, with ωB97M-V with the def2-TZVPD basis set.

The geometry in ORCA input format:
```
! wB97M-V def2-TZVPD RIJCOSX def2/J DEFGRID3
* xyz 0 1
C 3.83358 -0.07345 2.75147
C 4.18549 0.42528 1.26832
O 4.52293 -0.44721 0.40625
O 4.07955 1.81769 0.97929
C 3.71926 2.04461 -0.41622
C 2.27013 1.45088 -0.81951
C 1.08264 2.41365 -0.32769
C 0.64541 2.15753 1.22782
C -0.85924 2.66618 1.35541
C -1.95341 2.00923 1.97764
C -2.00864 0.60095 2.76903
F -0.83019 0.35530 3.53893
F -3.05276 0.80062 3.75606
C -2.49926 -0.63083 1.87787
F -2.87284 -1.67961 2.79678
F -3.72700 -0.28274 1.20606
C -1.44101 -1.26565 0.86465
F -1.74525 -2.67845 0.80133
F -0.08250 -1.18998 1.25573
C -1.53155 -0.74588 -0.66052
F -0.19707 -0.85052 -1.19422
F -1.90142 0.60807 -0.80778
F -2.32460 -1.60900 -1.44512
C -3.16645 3.04357 1.74796
O -4.31821 2.98969 2.24439
O -2.75312 4.12608 0.89906
C -1.33323 4.09127 0.74259
O -0.59947 4.99455 0.27124
H 3.88715 0.85211 3.43119
H 2.79181 -0.54824 2.77437
H 4.62491 -0.85499 3.03037
H 4.48549 1.62023 -1.15866
H 3.67946 3.19330 -0.61091
H 2.11383 0.35944 -0.51727
H 2.24719 1.46831 -1.98006
H 1.39564 3.50250 -0.49786
H 0.15486 2.18096 -0.98255
H 1.28443 2.83501 1.91636
H 0.82901 1.08584 1.57282
C -5.88626 4.23731 -0.00560
C -5.40667 5.52632 -0.19178
C -6.02165 6.32369 -1.14381
N -7.05480 5.92137 -1.90218
C -7.49829 4.66962 -1.70339
C -6.95456 3.79649 -0.77484
H -5.43143 3.58135 0.73267
H -4.57459 5.90318 0.38958
H -5.68475 7.33965 -1.32368
H -8.33207 4.36992 -2.33070
H -7.35499 2.79714 -0.65598
C 4.64377 7.98313 0.08693
C 5.07411 6.75551 0.56898
C 4.49732 5.60852 0.04882
N 3.53889 5.61439 -0.89617
C 3.14049 6.81698 -1.34287
C 3.65796 8.01920 -0.88917
H 5.07233 8.90363 0.46847
H 5.84062 6.69081 1.33117
H 4.80319 4.62514 0.39199
H 2.36553 6.79391 -2.10243
H 3.29931 8.95999 -1.28778
C 9.11817 0.27392 3.53679
C 9.61310 1.55683 3.35096
C 9.01919 2.35518 2.38653
N 7.99266 1.95892 1.61622
C 7.53400 0.71192 1.81539
C 8.05673 -0.16127 2.75597
H 9.55566 -0.38081 4.28289
H 10.44103 1.92852 3.94196
H 9.36859 3.36678 2.20617
H 6.70696 0.41694 1.17863
H 7.64532 -1.15616 2.87466
C -2.40117 -7.13259 -1.63926
C -1.21306 -7.69184 -2.08643
C -0.05713 -6.93293 -1.99718
N -0.01897 -5.68328 -1.50557
C -1.18332 -5.16536 -1.08134
C -2.39086 -5.84373 -1.12470
H -3.32653 -7.69590 -1.69165
H -1.18530 -8.69455 -2.49463
H 0.89733 -7.32741 -2.33089
H -1.12429 -4.15581 -0.69201
H -3.30005 -5.37661 -0.76623
C -7.20233 -10.72782 -3.33325
C -6.01389 -11.28702 -3.78037
C -4.85829 -10.52789 -3.69173
N -4.82041 -9.27808 -3.20089
C -5.98500 -8.76056 -2.77682
C -7.19217 -9.43894 -2.81954
H -8.12790 -11.29100 -3.38483
H -5.98558 -12.28986 -4.18806
H -3.90392 -10.92232 -4.02537
H -5.92641 -7.74891 -2.38713
H -8.10115 -8.97192 -2.46122
*
```

Calculated values
structure (SMILES): CC(=O)OCCCCC1=C(C(F)(F)C(F)(F)C(F)(F)C(F)(F)F)C(=O)OC1=O.c1ccncc1.c1ccncc1.c1ccncc1.c1ccncc1.c1ccncc1
E_HOMO: -9.4 eV
LUMO energy: -1.77 eV

Computed, not measured: the molecule C4H5NO, with ωB97M-V with the def2-TZVPD basis set.

The geometry in ORCA input format:
```
! wB97M-V def2-TZVPD RIJCOSX def2/J DEFGRID3
* xyz 0 1
C -1.23697 -0.25571 -0.03763
C 0.18670 0.12671 -0.23656
C 0.42908 1.57947 -0.37014
N 0.56771 2.70831 -0.59416
C 1.28568 -0.78196 0.37355
O 1.13565 -0.54887 -1.00247
H -1.78595 -0.04501 -0.94872
H -1.28322 -1.31113 0.23051
H -1.65943 0.33179 0.79157
H 1.33920 0.03466 1.08362
H 0.97034 -1.77453 0.67813
*
```

Calculated values
structure (SMILES): C[C@@]1(C#N)CO1
energy relative to the best compared isomer or geometry (same formula, charge and spin): 3.485 eV
E_HOMO: -10.0 eV
LUMO energy: 0.77 eV

Computed, not measured: a structure of composition C36H31Cl3IN6O4S3Sn, with ωB97M-V with the def2-TZVPD basis set.

The geometry in ORCA input format:
```
! wB97M-V def2-TZVPD RIJCOSX def2/J DEFGRID3
* xyz -1 1
Sn 0.76113 -1.42851 -0.70056
O 1.54407 -2.97774 3.66874
C 2.14193 -1.86999 4.13613
C 2.20236 -1.69442 5.52176
C 2.77898 -0.56038 6.05804
C 3.31973 0.42018 5.22817
C 3.26883 0.24574 3.85798
C 2.68202 -0.88538 3.29060
C 2.56591 -1.02919 1.81416
O 1.97381 -2.06561 1.35625
N 3.03698 -0.05016 1.07717
N 2.80465 -0.28023 -0.27595
C 3.57966 0.38428 -1.03842
S 3.57413 0.22990 -2.78202
C 4.46104 1.78405 -3.03523
C 5.53108 1.88186 -1.96556
S 4.76994 1.49955 -0.36345
H 1.58767 -2.90483 2.67489
H 1.77118 -2.46269 6.15054
H 2.80269 -0.43333 7.13366
H 3.76652 1.31082 5.64984
H 3.67036 0.99205 3.18493
H 3.75388 2.61151 -2.96081
H 4.88286 1.76236 -4.03992
H 5.94384 2.88947 -1.90287
H 6.33923 1.17776 -2.16494
O 0.62609 -0.66022 -2.77229
C 0.44847 0.30616 -3.61925
C 0.23500 -0.02771 -4.98036
C 0.05778 0.92197 -5.95782
C 0.08252 2.28068 -5.63635
C 0.28654 2.63583 -4.31967
C 0.47667 1.69143 -3.30342
C 0.71896 2.16757 -1.94177
N 0.43637 1.55896 -0.80969
C 0.84330 2.39730 0.20166
C 1.37164 3.53619 -0.31774
N 1.28962 3.38341 -1.68410
H 0.21482 -1.08434 -5.21631
H -0.11170 0.60998 -6.98193
H -0.08077 3.03774 -6.39182
H 0.25475 3.69057 -4.06274
H 0.74870 2.11290 1.23730
H 1.80022 4.41049 0.13896
H 1.61862 4.03400 -2.37368
I 2.21552 -4.83920 -0.61973
C 1.86506 -3.04683 -1.75774
H 1.26949 -3.35906 -2.61305
H 2.84989 -2.74730 -2.11267
Cl -0.58736 2.14120 6.12883
C -1.22465 1.48543 4.64779
C -0.45884 0.61403 3.89760
C -0.99308 0.10391 2.72294
C -2.26897 0.44621 2.27632
C -2.78705 -0.15818 0.98484
C -2.91251 0.88763 -0.12356
N -3.47873 0.34164 -1.34194
C -4.81011 0.33149 -1.67198
C -4.88460 -0.28636 -2.88625
N -3.63393 -0.66296 -3.30928
C -2.81828 -0.27370 -2.35790
O -4.04268 -0.78873 1.17530
C -3.92451 -2.14671 1.59186
C -3.38350 -2.98888 0.47654
C -2.18601 -3.63745 0.46912
Cl -1.08640 -3.75746 1.78219
S -1.81025 -4.32921 -1.06135
C -3.30524 -3.78464 -1.70250
C -4.02717 -3.08692 -0.79402
C -3.00471 1.32461 3.07223
Cl -4.63118 1.80884 2.66006
C -2.49836 1.84787 4.25042
H 0.53146 0.33564 4.22851
H -0.40274 -0.58685 2.12767
H -2.04791 -0.89233 0.64560
H -1.91749 1.27586 -0.34177
H -3.54858 1.70974 0.19750
H -5.55459 0.74885 -1.01637
H -5.76389 -0.47566 -3.48098
H -1.74492 -0.40157 -2.34686
H -4.93659 -2.45431 1.85609
H -3.29415 -2.22914 2.48286
H -3.53715 -3.94681 -2.74234
H -4.96333 -2.59653 -1.02229
H -3.09407 2.52384 4.84622
*
```

Calculated values
energy relative to the best compared isomer or geometry (same formula, charge and spin): 0.000 eV
E_HOMO: -4.6 eV
LUMO energy: 2.04 eV

Computed, not measured: a structure of composition C3H6N2O2S, with ωB97M-V with the def2-TZVPD basis set.

The geometry in ORCA input format:
```
! wB97M-V def2-TZVPD RIJCOSX def2/J DEFGRID3
* xyz 0 1
C -1.48073 -1.95226 1.08734
C 0.08982 0.18007 -0.22180
C 1.19030 2.46444 0.46480
H -0.77958 -2.79407 0.86839
H -2.64756 -2.00307 0.65622
H -1.83242 -2.11779 2.20432
H 1.47417 1.05252 -1.14420
H 0.26186 3.01096 1.36917
H 0.46606 -0.84282 -3.02676
N 0.89696 1.22491 -0.27764
N -0.00377 -0.67299 -1.17687
O 2.57698 2.88085 0.26861
O 0.60425 -0.25769 -2.39231
S -0.81634 -0.17308 1.32073
*
```

Calculated values
energy relative to the best compared isomer or geometry (same formula, charge and spin): 7.443 eV
E_HOMO: -9.0 eV
LUMO energy: -0.37 eV

Computed, not measured: a structure of composition C15H19N3SV, with ωB97M-V with the def2-TZVPD basis set.

The geometry in ORCA input format:
```
! wB97M-V def2-TZVPD RIJCOSX def2/J DEFGRID3
* xyz 4 2
V -0.23261 0.16125 -0.15066
C -1.16842 -0.54380 3.27970
C -0.23164 -0.76346 2.15693
C -0.35214 -1.85588 1.27832
C 0.62292 -2.12996 0.29340
C 0.58301 -3.35433 -0.52554
C 1.67631 -1.15851 0.10487
C 1.90622 -0.10394 1.01693
C 3.13991 0.71743 0.99089
C 0.84278 0.16903 1.91701
H -1.33950 0.51150 3.50127
H -0.66742 -0.95129 4.17666
H -2.10582 -1.08750 3.17470
H -1.17427 -2.55311 1.40743
H -0.40675 -3.80523 -0.58212
H 1.22683 -4.08422 0.00254
H 1.03419 -3.23539 -1.51180
H 2.39159 -1.32971 -0.69691
H 3.65633 0.68381 0.03270
H 3.82377 0.26482 1.72679
H 2.97416 1.74373 1.31797
H 0.89453 1.06313 2.53509
N 0.37541 3.94457 -1.45498
C 1.44420 3.35077 -2.11940
C 1.43095 2.05006 -1.77284
N 0.34255 1.83151 -0.89694
C -0.26306 3.05614 -0.74077
H 0.12503 4.93261 -1.51612
H 2.09945 3.91138 -2.77086
H 2.09559 1.26241 -2.08893
H -1.13398 3.27189 -0.13632
S -3.36753 -0.89107 -2.99696
C -4.00490 -1.11544 -1.41360
C -3.09047 -0.80850 -0.47268
N -1.87044 -0.38407 -1.01121
C -1.91836 -0.39147 -2.37495
H -5.02410 -1.45291 -1.26818
H -3.23896 -0.84836 0.59624
H -1.09537 -0.07791 -3.00767
*
```

Calculated values
energy relative to the best compared isomer or geometry (same formula, charge and spin): 0.000 eV
E_HOMO (alpha / beta): -23.4 / -23.5 eV
LUMO energy (alpha / beta): -17.70 / -16.80 eV

| no. | calculated total energy (eV) |
| --- | --- |
| 1 | -20549.905 |
| 2 | -37325.154 |
| 3 | -69355.760 |
| 4 | -83166.715 |
| 5 | -7763.041 |
| 6 | -138975.009 |
| 7 | -21112.407 |
| 8 | -56809.939 |